Version w
The following is a quantum chemistry calculation of an isolated molecule of C9H17NO2, from the OMol25 dataset.

The value obtained for the frontier orbital gap is 8.09 eV. For the LUMO energy, the calculation gives 0.0093 Ha. As for the molar mass: 171.24 u. The value obtained for the HOMO energy is -0.288 Eh.

Cartesian coordinates (Å):
1 C 1.92 0.39 1.69
2 C 2.21 0.81 0.42
3 C 1.69 -0.14 -0.59
4 C 0.35 0.19 -1.25
5 N -0.76 -0.33 -0.39
6 C -1.71 0.68 0.02
7 C -2.20 0.38 1.43
8 C -1.15 -1.73 -0.33
9 C -2.53 -2.15 -0.75
10 C 3.10 1.87 0.00
11 O 3.60 2.61 0.88
12 O 3.27 2.09 -1.27
13 H 1.39 -0.50 2.00
14 H 2.31 0.90 2.62
15 H 2.44 -0.10 -1.43
16 H 1.67 -1.16 -0.21
17 H 0.30 -0.18 -2.29
18 H 0.30 1.33 -1.36
19 H -2.50 0.76 -0.77
20 H -1.23 1.61 0.16
21 H -1.38 0.12 2.01
22 H -2.96 -0.32 1.52
23 H -2.47 1.31 1.97
24 H -0.88 -2.00 0.72
25 H -0.44 -2.40 -0.91
26 H -2.69 -1.61 -1.71
27 H -2.50 -3.30 -0.86
28 H -3.17 -1.81 0.09
29 H 4.03 2.70 -1.45


Version x
The following is a quantum chemistry calculation of an isolated molecule of C9H17NO2, from the OMol25 dataset.

The value obtained for the frontier orbital gap is 8.10 eV. For the LUMO energy, the calculation gives 0.0115 Ha. As for the molar mass: 171.24 u. The value obtained for the HOMO energy is -0.286 Eh.

Cartesian coordinates (Å):
1 C 1.48 0.49 1.99
2 C 1.68 0.84 0.68
3 C 1.99 -0.27 -0.31
4 C 0.95 -0.46 -1.43
5 N -0.43 -0.63 -0.86
6 C -0.86 -1.87 -0.22
7 C -0.89 -1.89 1.31
8 C -1.29 0.59 -0.64
9 C -2.69 0.28 -1.21
10 C 1.65 2.21 0.21
11 O 2.08 2.50 -0.90
12 O 1.26 3.19 1.07
13 H 1.32 1.23 2.75
14 H 1.45 -0.55 2.36
15 H 2.94 0.01 -0.79
16 H 2.07 -1.21 0.24
17 H 0.97 0.37 -2.12
18 H 1.22 -1.35 -2.03
19 H -1.85 -2.15 -0.58
20 H -0.23 -2.72 -0.51
21 H -1.59 -2.62 1.66
22 H -1.26 -0.96 1.73
23 H 0.06 -2.07 1.74
24 H -0.85 1.42 -1.20
25 H -1.36 0.90 0.41
26 H -2.68 -0.04 -2.24
27 H -3.23 -0.43 -0.56
28 H -3.29 1.18 -1.14
29 H 1.37 4.00 0.57


Calculated relative energies: version w 33.1; version x 0.0, given in kcal/mol


Version w
The following is a quantum chemistry calculation of an isolated molecule of C7H14N2, from the OMol25 dataset.

The value obtained for the frontier orbital gap is 8.15 eV. For the LUMO energy, the calculation gives 0.0408 Ha. As for the molar mass: 126.20 u. The value obtained for the HOMO energy is -0.259 Eh.

Cartesian coordinates (Å):
1 C 0.90 1.17 3.42
2 C 0.99 1.07 1.90
3 C -0.15 0.29 1.22
4 N 0.03 0.34 -0.16
5 C 1.01 -0.49 -0.73
6 C 0.73 -0.76 -1.98
7 N -0.54 -0.30 -2.32
8 C -1.30 -1.31 -3.07
9 C -1.17 0.19 -1.05
10 H 1.86 1.55 3.77
11 H 0.15 1.96 3.58
12 H 0.57 0.22 3.82
13 H 1.96 0.57 1.75
14 H 1.19 2.09 1.35
15 H -0.05 -0.83 1.61
16 H -1.16 0.70 1.50
17 H 1.93 -0.73 -0.10
18 H 1.25 -1.48 -2.75
19 H -2.17 -0.82 -3.60
20 H -0.56 -1.92 -3.84
21 H -1.84 -2.12 -2.43
22 H -1.65 1.16 -1.17
23 H -1.97 -0.55 -0.74


Version x
The following is a quantum chemistry calculation of a cluster of 2 separate species, C7H14N2 in total, from the OMol25 dataset.

The value obtained for the frontier orbital gap is 7.74 eV. For the LUMO energy, the calculation gives 0.0209 Ha. As for the molar mass: 126.20 u. The value obtained for the HOMO energy is -0.264 Eh.

Cartesian coordinates (Å):
1 C 0.37 -0.76 -1.93
2 C -0.73 -2.36 -0.47
3 C 1.54 -1.35 0.08
4 C -0.18 1.54 1.93
5 C 0.25 2.16 -0.39
6 C -1.27 0.44 -0.05
7 C 0.24 -1.19 -0.63
8 N 0.42 -0.61 -3.06
9 N -0.55 1.40 0.56
10 H -1.35 -2.31 -1.38
11 H -0.31 -3.33 -0.49
12 H -1.47 -2.14 0.29
13 H 2.02 -0.36 0.19
14 H 1.42 -1.65 1.13
15 H 2.17 -2.17 -0.42
16 H -0.68 2.48 2.36
17 H -0.52 0.67 2.51
18 H 0.91 1.86 2.11
19 H 0.52 1.46 -1.20
20 H -0.48 2.97 -0.77
21 H 1.22 2.64 0.14
22 H -2.05 -0.02 0.58
23 H -1.49 0.61 -1.09


Version y
The following is a quantum chemistry calculation of a cluster of 2 separate species, C7H14N2 in total, from the OMol25 dataset.

The value obtained for the frontier orbital gap is 9.41 eV. For the LUMO energy, the calculation gives 0.0314 Ha. As for the molar mass: 126.20 u. The value obtained for the HOMO energy is -0.314 Eh.

Cartesian coordinates (Å):
1 C -3.17 -0.89 -0.24
2 C -1.83 -1.41 -0.68
3 C -1.07 -2.32 0.00
4 N 0.13 -2.34 -0.65
5 C 0.07 -1.46 -1.67
6 N -1.09 -0.88 -1.70
7 H -3.57 -0.30 -1.06
8 H -3.04 -0.38 0.71
9 H -3.91 -1.68 -0.08
10 H -1.35 -3.00 0.79
11 H 0.94 -2.91 -0.43
12 H 0.93 -1.23 -2.27
13 C 2.49 1.99 -0.23
14 C 1.23 1.30 0.33
15 C 0.77 1.74 1.72
16 H 3.05 2.48 0.57
17 H 3.15 1.26 -0.70
18 H 2.26 2.82 -0.89
19 H 0.43 1.35 -0.39
20 H 1.55 0.28 0.56
21 H 0.33 2.75 1.78
22 H 0.07 1.02 2.14
23 H 1.63 1.79 2.40


Version z
The following is a quantum chemistry calculation of an isolated molecule of C7H14N2, from the OMol25 dataset.

The value obtained for the frontier orbital gap is 10.51 eV. For the LUMO energy, the calculation gives 0.0412 Ha. As for the molar mass: 126.20 u. The value obtained for the HOMO energy is -0.345 Eh.

Cartesian coordinates (Å):
1 H 3.54 1.51 -1.82
2 N 2.57 1.73 -1.62
3 C 1.74 0.82 -1.90
4 C 0.28 1.02 -1.67
5 C -0.01 1.46 -0.24
6 N -1.40 1.47 0.16
7 C -0.51 0.53 0.81
8 C -0.77 -0.94 0.59
9 C 0.54 -1.73 0.67
10 C -1.77 -1.44 1.63
11 H 2.02 -0.15 -2.35
12 H -0.06 1.83 -2.33
13 H -0.28 0.13 -1.92
14 H 0.64 2.27 0.07
15 H -1.68 2.27 0.71
16 H -0.19 0.76 1.83
17 H -1.21 -1.07 -0.40
18 H 0.37 -2.78 0.46
19 H 0.97 -1.64 1.67
20 H 1.26 -1.34 -0.04
21 H -1.39 -1.28 2.64
22 H -1.96 -2.50 1.51
23 H -2.71 -0.91 1.53


Calculated relative energies: version w 53.5; version x 83.8; version y 0.0; version z 22.4, given in kcal/mol


Version w
The following is a quantum chemistry calculation of a cluster of 2 separate species, C7H14N2 in total, from the OMol25 dataset.

The value obtained for the frontier orbital gap is 9.46 eV. For the LUMO energy, the calculation gives 0.0326 Ha. As for the molar mass: 126.20 u. The value obtained for the HOMO energy is -0.315 Eh.

Cartesian coordinates (Å):
1 C -1.65 -1.06 -2.62
2 C -0.89 -1.60 -1.38
3 C -0.84 -2.96 -1.02
4 N -0.49 -2.92 0.42
5 C -0.80 -1.54 0.79
6 N -0.94 -0.77 -0.29
7 H -2.63 -1.60 -2.81
8 H -1.10 -1.33 -3.54
9 H -1.72 0.06 -2.51
10 H -0.79 -3.83 -1.79
11 H -0.58 -3.73 1.07
12 H -0.80 -1.11 1.85
13 C 2.23 1.63 0.25
14 C 0.79 1.63 0.97
15 C 0.58 2.77 1.95
16 H 2.57 2.60 -0.20
17 H 2.97 1.39 1.07
18 H 2.22 0.94 -0.46
19 H 0.58 0.65 1.46
20 H -0.03 1.73 0.13
21 H 1.25 3.48 1.55
22 H 0.60 2.52 3.01
23 H -0.49 3.05 2.09


Version x
The following is a quantum chemistry calculation of a cluster of 2 separate species, C7H14N2 in total, from the OMol25 dataset.

The value obtained for the frontier orbital gap is 9.58 eV. For the LUMO energy, the calculation gives 0.0326 Ha. As for the molar mass: 126.20 u. The value obtained for the HOMO energy is -0.319 Eh.

Cartesian coordinates (Å):
1 C 1.05 2.33 -0.34
2 C -0.26 1.83 0.15
3 C -1.52 2.16 -0.23
4 N -2.36 1.38 0.53
5 C -1.58 0.64 1.35
6 N -0.32 0.87 1.14
7 H 1.72 2.54 0.49
8 H 0.88 3.28 -0.88
9 H 1.55 1.64 -1.03
10 H -1.95 2.85 -0.95
11 H -3.35 1.53 0.60
12 H -2.01 -0.08 2.02
13 C 2.36 -1.81 -0.80
14 C 0.98 -2.44 -0.39
15 C 0.82 -3.89 -0.84
16 H 2.97 -2.56 -1.31
17 H 2.88 -1.45 0.09
18 H 2.25 -0.98 -1.49
19 H 0.85 -2.26 0.67
20 H 0.22 -1.82 -0.87
21 H 0.63 -4.55 0.01
22 H 0.02 -4.05 -1.55
23 H 1.74 -4.31 -1.25


Calculated relative energies: version w 53.1; version x 0.0, given in kcal/mol


Version w
The following is a quantum chemistry calculation of a cluster of 2 separate species, C7H14N2 in total, from the OMol25 dataset.

The value obtained for the frontier orbital gap is 9.28 eV. For the LUMO energy, the calculation gives 0.0293 Ha. As for the molar mass: 126.20 u. The value obtained for the HOMO energy is -0.312 Eh.

Cartesian coordinates (Å):
1 C 1.21 3.02 1.53
2 C 1.73 1.89 0.66
3 C 0.74 1.51 -0.43
4 C -0.30 0.62 -0.43
5 N -0.59 0.34 -1.71
6 C 0.17 1.20 -2.51
7 N 1.03 1.83 -1.76
8 H 0.43 2.60 2.16
9 H 0.91 3.89 0.95
10 H 2.03 3.38 2.16
11 H 2.64 2.12 0.10
12 H 1.80 0.95 1.21
13 H -0.56 0.15 0.51
14 H -1.46 -0.06 -2.04
15 H -0.20 1.13 -3.51
16 C -0.43 -3.27 0.36
17 C -1.92 -2.86 0.38
18 H -0.40 -4.36 0.32
19 H 0.11 -2.99 -0.55
20 H 0.12 -2.75 1.13
21 H -2.11 -2.30 1.30
22 H -2.50 -3.78 0.55
23 H -2.44 -2.26 -0.37


Version x
The following is a quantum chemistry calculation of a structure of composition C7H14N2, from the OMol25 dataset.

The value obtained for the frontier orbital gap is 7.73 eV. For the LUMO energy, the calculation gives 0.0340 Ha. As for the molar mass: 126.20 u. The value obtained for the HOMO energy is -0.250 Eh.

Cartesian coordinates (Å):
1 C -1.61 -0.64 -1.38
2 C 0.44 2.41 0.39
3 C 1.23 0.84 -1.41
4 C 0.03 -0.04 0.66
5 C -0.82 -0.93 -0.15
6 C 0.54 0.99 -0.09
7 N -0.30 0.09 2.03
8 N 0.19 -2.73 1.26
9 C 0.07 -1.96 0.09
10 H -1.26 -0.15 2.25
11 H 0.02 0.93 2.49
12 H 0.00 -2.20 2.10
13 H 1.10 -3.14 1.39
14 H 0.34 -2.57 -0.77
15 H -1.02 -0.59 -2.30
16 H -2.31 -1.46 -1.55
17 H -2.14 0.31 -1.27
18 H 0.64 1.27 -2.22
19 H 1.34 2.70 0.95
20 H -0.42 2.58 1.03
21 H 0.36 3.10 -0.46
22 H 2.17 1.39 -1.39
23 H 1.42 -0.20 -1.67


Version y
The following is a quantum chemistry calculation of an isolated molecule of C7H14N2, from the OMol25 dataset.

The value obtained for the frontier orbital gap is 8.70 eV. For the LUMO energy, the calculation gives 0.0352 Ha. As for the molar mass: 126.20 u. The value obtained for the HOMO energy is -0.285 Eh.

Cartesian coordinates (Å):
1 C -1.50 0.53 0.70
2 C -0.72 -0.22 -0.39
3 C -1.19 0.07 -1.81
4 C -0.73 -1.72 -0.19
5 N 0.65 0.18 -0.31
6 C 1.49 -0.21 0.85
7 C 2.33 1.11 1.10
8 C 1.98 1.93 -0.17
9 N 1.03 1.43 -0.86
10 H -2.36 0.81 0.12
11 H -1.77 -0.21 1.46
12 H -0.83 1.30 0.94
13 H -0.79 -0.39 -2.68
14 H -1.12 1.11 -2.09
15 H -2.29 -0.13 -2.03
16 H 0.24 -2.15 -0.24
17 H -1.05 -2.06 0.84
18 H -1.33 -2.10 -1.02
19 H 2.21 -1.06 0.71
20 H 0.75 -0.49 1.70
21 H 3.52 0.94 1.21
22 H 2.02 1.69 2.04
23 H 2.56 2.76 -0.37


Version z
The following is a quantum chemistry calculation of a cluster of 2 separate species, C7H14N2 in total, from the OMol25 dataset.

The value obtained for the frontier orbital gap is 9.34 eV. For the LUMO energy, the calculation gives 0.0345 Ha. As for the molar mass: 126.20 u. The value obtained for the HOMO energy is -0.309 Eh.

Cartesian coordinates (Å):
1 C -0.88 -1.73 1.98
2 C 0.31 -1.02 1.47
3 C 0.50 0.43 1.56
4 N 1.85 0.54 0.93
5 C 2.27 -0.77 0.58
6 N 1.29 -1.68 0.86
7 H -0.63 -2.62 2.68
8 H -1.67 -2.10 1.32
9 H -1.51 -1.00 2.52
10 H -0.13 1.33 1.45
11 H 2.45 1.29 0.91
12 H 3.23 -1.06 0.09
13 C -1.58 0.32 -3.01
14 C -0.88 0.96 -1.77
15 C -1.72 2.19 -1.49
16 H -1.78 1.13 -3.75
17 H -2.59 -0.14 -2.70
18 H -1.05 -0.53 -3.50
19 H -0.76 0.23 -0.99
20 H 0.24 1.26 -2.12
21 H -1.21 3.18 -1.66
22 H -2.58 2.21 -2.21
23 H -2.05 2.50 -0.48


Calculated relative energies: version w 0.0; version x 53.4; version y 39.1; version z 20.6, given in kcal/mol